#A
Here is an isolated molecule of C17H18N2O3S from OMol25. Energies are from ωB97M-V/def2-TZVPD.

Output
Frontier orbital gap (eV): 9.2
SMILES: CN(c1ccccc1)S(=O)(=O)c1ccc(NC(=O)C2CC2)cc1

ORCA input file:
```
! wB97M-V def2-TZVPD RIJCOSX def2/J DEFGRID3
* xyz 0 1
C 1.566 1.146 2.466
N 2.532 0.637 1.521
C 2.594 -0.747 1.288
C 1.519 -1.596 1.542
C 1.632 -2.953 1.298
C 2.806 -3.481 0.792
C 3.879 -2.640 0.542
C 3.781 -1.285 0.795
H 4.610 -0.625 0.601
H 4.803 -3.043 0.156
H 2.888 -4.540 0.601
H 0.791 -3.600 1.502
H 0.592 -1.203 1.931
S 2.690 1.620 0.159
O 3.804 1.176 -0.618
O 2.667 2.977 0.615
C 1.174 1.255 -0.715
C 0.078 2.083 -0.567
C -1.127 1.745 -1.155
C -1.241 0.555 -1.876
C -0.114 -0.257 -2.035
C 1.089 0.088 -1.452
H 1.967 -0.526 -1.567
H -0.191 -1.165 -2.615
N -2.422 0.154 -2.492
C -3.745 0.337 -2.171
O -4.594 -0.107 -2.911
C -4.069 1.039 -0.886
C -4.975 0.334 0.082
C -3.527 0.527 0.415
H -3.262 1.244 1.178
H -2.879 -0.336 0.390
H -5.712 0.918 0.610
H -5.312 -0.656 -0.183
H -4.216 2.106 -1.005
H -2.302 -0.466 -3.286
H -1.967 2.412 -1.072
H 0.192 2.999 -0.010
H 1.806 2.196 2.622
H 1.664 0.605 3.405
H 0.533 1.071 2.104
*
```



#B
Here is an isolated molecule of C17H18N2O3S from OMol25. Energies are from ωB97M-V/def2-TZVPD.

Output
Frontier orbital gap (eV): 8.3
SMILES: COc1ccc2[nH]cc(CCNS(=O)(=O)c3ccccc3)c2c1

ORCA input file:
```
! wB97M-V def2-TZVPD RIJCOSX def2/J DEFGRID3
* xyz 0 1
C 1.214 3.563 -0.054
H 0.738 3.224 -0.979
H 1.320 4.647 -0.076
O 2.520 3.057 0.094
C 2.695 1.702 0.058
C 1.684 0.788 -0.164
C 2.017 -0.569 -0.197
C 3.351 -0.981 0.007
C 4.364 -0.057 0.242
C 4.022 1.274 0.263
H 4.769 2.034 0.434
H 5.385 -0.371 0.398
N 3.384 -2.345 -0.084
C 2.120 -2.801 -0.345
C 1.249 -1.753 -0.419
C -0.217 -1.785 -0.703
H -0.577 -2.817 -0.712
H -0.746 -1.245 0.087
C -0.518 -1.106 -2.050
N -1.896 -0.728 -2.239
S -2.450 0.663 -1.520
O -1.393 1.630 -1.577
O -3.709 0.960 -2.134
C -2.777 0.259 0.200
C -2.037 0.851 1.204
C -2.300 0.522 2.524
C -3.302 -0.388 2.821
C -4.050 -0.964 1.805
C -3.788 -0.638 0.485
H -4.368 -1.053 -0.324
H -4.838 -1.663 2.043
H -3.507 -0.644 3.849
H -1.726 0.976 3.317
H -1.271 1.561 0.936
H -2.569 -1.476 -2.208
H 0.045 -0.176 -2.127
H -0.219 -1.759 -2.874
H 1.929 -3.851 -0.455
H 4.202 -2.919 0.017
H 0.668 1.098 -0.337
H 0.583 3.281 0.795
*
```



#B ends up most stable, edging out the next structure by 45.3 kJ/mol.



#A
Here is a cluster of 2 separate species, C4H4 in total from OMol25. Energies are from ωB97M-V/def2-TZVPD.

Output
Frontier orbital gap (eV): 11.5
SMILES: C#C.C#C

ORCA input file:
```
! wB97M-V def2-TZVPD RIJCOSX def2/J DEFGRID3
* xyz 0 1
C -2.114 -0.510 0.757
C -1.303 -0.632 -0.125
C 1.452 0.326 -0.787
C 2.090 0.545 0.252
H -3.120 -0.412 1.234
H -0.417 -0.277 -0.654
H 0.845 -0.107 -1.638
H 2.568 1.067 0.961
*
```



#B
Here is a structure of composition C4H4 from OMol25. Energies are from ωB97M-V/def2-TZVPD.

Output
Frontier orbital gap (eV): 11.3

ORCA input file:
```
! wB97M-V def2-TZVPD RIJCOSX def2/J DEFGRID3
* xyz 0 1
C 3.260 -0.515 -0.028
C 3.052 0.697 -0.031
C -2.555 -0.109 0.028
C -3.809 0.097 -0.048
H 3.730 -1.518 -0.257
H 2.647 1.664 0.153
H -1.484 -0.725 0.567
H -4.840 0.407 -0.385
*
```



#A ends up most stable, edging out the next structure by 60.1 kJ/mol.